No. 1
Below is a molecular structure, C2H6N3OS in a non-equilibrium geometry, with properties calculated with ωB97M-V/def2-TZVPD.

The value obtained for the total energy is -717.08301 a.u. The value obtained for the energy above the lowest of the compared OMol25 structures with the same formula, charge and spin is 520.9 kJ/mol. The HOMO-LUMO gap is 10.005 eV. The value obtained for the HOMO energy is -0.5294 Ha. Its net charge is +1.

Structure (XYZ):
```
13
Properties=species:S:1:pos:R:3:lowdin_charge:R:1
C -0.04 -0.55 0.76 -0.255
C 0.89 -0.81 -0.42 0.048
N -1.18 -1.02 -0.10 0.102
N -0.27 0.87 1.14 -0.228
N -0.19 -1.23 -1.07 0.091
O 1.11 1.20 -1.00 -0.505
S 0.39 1.99 0.05 0.981
H 0.15 -0.99 1.69 0.148
H 1.94 -0.89 -0.31 0.152
H -1.91 -0.33 -0.25 0.135
H 0.35 1.08 1.91 0.075
H -0.96 2.40 -0.44 0.061
H -0.27 -1.71 -1.96 0.194
```

=====

No. 2
Below is 3 unconnected molecules or ions with the total composition C2H6N3S2 in a non-equilibrium geometry, with properties calculated with ωB97M-V/def2-TZVPD.

The value obtained for the total energy is -1040.02134 a.u. The value obtained for the energy above the lowest of the compared OMol25 structures with the same formula, charge and spin is 500.9 kJ/mol. The HOMO-LUMO gap (alpha / beta) is 6.675 / 6.654 eV. The value obtained for the HOMO energy (alpha / beta) is -0.4889 / -0.4881 Ha. Its net charge is +1.

Structure (XYZ):
```
13
Properties=species:S:1:pos:R:3:lowdin_charge:R:1
C 0.09 -0.89 -2.46 -0.527
C 0.73 -1.12 -0.29 -0.446
N -0.27 0.15 -1.79 -0.017
N 0.08 -0.06 -0.46 -0.153
N -0.84 2.03 1.09 0.281
S 1.02 -2.08 -1.73 1.044
S 1.54 -1.92 2.51 0.343
H -0.06 -0.92 -3.56 0.107
H -1.82 2.23 0.88 0.158
H -0.26 1.46 0.41 0.081
H -0.78 1.47 2.02 0.189
H -0.26 2.81 1.22 0.112
H 0.83 -3.17 2.15 -0.172
```

=====

No. 3
Below is a molecular structure, C2H6N3S2 in a non-equilibrium geometry, with properties calculated with ωB97M-V/def2-TZVPD.

The value obtained for the total energy is -1040.10835 a.u. The value obtained for the energy above the lowest of the compared OMol25 structures with the same formula, charge and spin is 272.5 kJ/mol. The HOMO-LUMO gap is 7.566 eV. The value obtained for the HOMO energy is -0.4651 Ha. Its net charge is +1.

Structure (XYZ):
```
13
Properties=species:S:1:pos:R:3:lowdin_charge:R:1
C -1.48 1.02 -0.78 -0.250
C -0.80 0.43 0.36 -0.365
N 0.54 0.66 0.20 0.012
N -1.35 -0.22 1.39 0.174
N 0.93 1.39 -0.82 -0.280
S -0.27 1.63 -1.78 1.160
S 2.26 -2.44 -1.64 0.369
H -2.57 0.86 -0.89 0.111
H 1.31 0.24 0.63 0.156
H -2.36 -0.24 1.62 0.154
H -0.85 -0.26 2.25 0.118
H 2.67 -3.75 -2.35 -0.055
H 1.87 -2.44 -0.40 -0.303
```

=====

No. 4
Below is 2 unconnected molecules or ions with the total composition C2H6N3S2 in a non-equilibrium geometry, with properties calculated with ωB97M-V/def2-TZVPD.

The value obtained for the total energy is -1040.05583 a.u. The value obtained for the energy above the lowest of the compared OMol25 structures with the same formula, charge and spin is 410.4 kJ/mol. The HOMO-LUMO gap is 5.851 eV. The value obtained for the HOMO energy is -0.4783 Ha. Its net charge is +1.

Structure (XYZ):
```
13
Properties=species:S:1:pos:R:3:lowdin_charge:R:1
C -2.64 -1.03 -1.09 -0.442
C -0.68 -0.19 1.06 -0.576
N 0.34 0.04 0.43 0.089
N -1.97 -1.05 -2.11 -0.529
N 2.74 1.06 0.80 0.025
S -1.23 -1.02 -3.41 1.054
S -2.31 -0.70 0.63 1.032
H 3.19 0.27 0.50 0.001
H -3.74 -1.09 -1.21 0.138
H -0.98 0.16 2.01 0.040
H 3.27 1.37 1.66 0.096
H 1.22 0.50 0.76 -0.007
H 2.78 1.70 -0.02 0.079
```

=====

No. 5
Below is 3 unconnected molecules or ions with the total composition C2H6N4 in a non-equilibrium geometry, with properties calculated with ωB97M-V/def2-TZVPD.

The value obtained for the total energy is -298.43356 a.u. The value obtained for the energy above the lowest of the compared OMol25 structures with the same formula, charge and spin is 1090.5 kJ/mol. The HOMO-LUMO gap is 6.990 eV. The value obtained for the HOMO energy is -0.3200 Ha. Its net charge is 0.

Structure (XYZ):
```
12
Properties=species:S:1:pos:R:3:lowdin_charge:R:1
C 0.01 -0.46 -0.80 -0.273
C 0.90 0.93 1.09 -0.413
H -2.09 -2.86 -0.85 0.170
H -3.75 -0.23 -0.89 0.123
H 0.37 -0.92 -1.88 0.164
H 2.03 0.28 -0.46 0.193
H -0.08 0.61 1.59 0.130
H 1.27 2.40 2.45 0.171
N -1.97 -1.35 -1.47 -0.103
N -1.19 -0.81 -0.26 -0.193
N 0.98 0.20 -0.10 -0.013
N 1.72 1.66 1.59 0.045
```

=====

No. 6
Below is a single C2H6N4 molecule in a non-equilibrium geometry, with properties calculated with ωB97M-V/def2-TZVPD.

The value obtained for the total energy is -298.76914 a.u. As for the structure (SMILES): [H]/N=C\N(N)/C=N/[H]. The value obtained for the energy above the lowest of the compared OMol25 structures with the same formula, charge and spin is 209.4 kJ/mol. The HOMO-LUMO gap is 9.786 eV. The value obtained for the HOMO energy is -0.3377 Ha. Its net charge is 0.

Structure (XYZ):
```
12
Properties=species:S:1:pos:R:3:lowdin_charge:R:1
H -1.93 0.82 -0.11 -0.004
N -1.42 1.71 0.01 0.092
C -0.19 1.39 -0.03 -0.277
N 0.39 0.12 -0.02 -0.199
N 1.79 0.18 -0.10 0.038
C -0.34 -1.06 0.09 -0.205
N -1.61 -0.95 -0.11 0.076
H -1.96 -1.90 -0.07 0.055
H 0.62 2.12 0.06 0.105
H 2.25 -0.02 0.79 0.096
H 2.14 -0.50 -0.82 0.105
H 0.26 -1.92 0.32 0.118
```

=====

No. 7
Below is a molecular structure, C2H6N4 in a non-equilibrium geometry, with properties calculated with ωB97M-V/def2-TZVPD.

The value obtained for the total energy is -298.64215 a.u. The value obtained for the energy above the lowest of the compared OMol25 structures with the same formula, charge and spin is 542.8 kJ/mol. The HOMO-LUMO gap is 9.359 eV. The value obtained for the HOMO energy is -0.3055 Ha. Its net charge is 0.

Structure (XYZ):
```
12
Properties=species:S:1:pos:R:3:lowdin_charge:R:1
C 0.51 1.66 -0.17 -0.145
C -0.28 -0.66 -0.12 -0.701
N -1.23 -1.49 -0.70 0.134
N 1.04 -0.95 0.39 0.151
N 0.37 0.35 -0.77 0.031
N 0.02 -0.66 1.30 0.025
H -1.15 -1.45 -1.71 0.087
H -1.19 -2.44 -0.35 0.089
H 0.30 -0.40 2.24 0.115
H -0.37 2.26 -0.43 0.079
H 1.39 2.14 -0.59 0.071
H 0.60 1.65 0.92 0.065
```

=====

No. 8
Below is 2 unconnected molecules or ions with the total composition C2H6N4O in a non-equilibrium geometry, with properties calculated with ωB97M-V/def2-TZVPD.

The value obtained for the total energy is -373.93799 a.u. The value obtained for the energy above the lowest of the compared OMol25 structures with the same formula, charge and spin is 452.6 kJ/mol. The HOMO-LUMO gap is 8.940 eV. The value obtained for the HOMO energy is -0.3243 Ha. Its net charge is 0.

Structure (XYZ):
```
13
Properties=species:S:1:pos:R:3:lowdin_charge:R:1
C 0.38 0.68 -0.73 -0.552
C -1.31 -0.54 1.51 -0.404
H 1.08 -0.77 -2.37 0.278
H -0.25 -1.13 -0.94 -0.024
H 0.71 1.68 -2.33 0.071
H 0.79 1.45 1.13 0.189
H 0.61 -1.33 1.64 0.148
H -1.80 -1.48 2.00 0.156
N -0.03 -0.42 -1.54 0.050
N 1.09 1.66 -1.29 0.030
N 0.63 0.49 0.66 -0.003
N 0.01 -0.65 1.16 -0.032
O -1.91 0.36 1.10 0.092
```

=====

No. 9
Below is a single C2H6N4O molecule in a non-equilibrium geometry, with properties calculated with ωB97M-V/def2-TZVPD.

The value obtained for the total energy is -373.95139 a.u. As for the structure (SMILES): [H]/N=C(/N)O/C=N\N. The value obtained for the energy above the lowest of the compared OMol25 structures with the same formula, charge and spin is 417.4 kJ/mol. The HOMO-LUMO gap is 8.957 eV. The value obtained for the HOMO energy is -0.3050 Ha. Its net charge is 0.

Structure (XYZ):
```
13
Properties=species:S:1:pos:R:3:lowdin_charge:R:1
H -1.48 -1.07 -0.95 0.070
N -1.69 -0.15 -1.41 0.119
C -0.77 0.62 -1.12 -0.673
N -0.43 1.69 -1.80 0.112
O 0.13 0.22 -0.12 -0.067
C -0.21 -0.43 1.07 -0.182
N 0.69 -1.00 1.81 -0.123
N 1.92 -1.13 1.66 -0.055
H -1.02 1.94 -2.62 0.128
H 0.35 2.42 -1.27 0.222
H -1.37 -0.47 0.96 0.150
H 2.40 -0.53 0.83 0.152
H 2.54 -1.12 2.57 0.147
```

=====

No. 10
Below is a single C2H6N4O2 molecule in a non-equilibrium geometry, with properties calculated with ωB97M-V/def2-TZVPD.

The value obtained for the total energy is -449.18624 a.u. As for the structure (SMILES): [H]/N=C(\NO)O/C=N\N. The value obtained for the energy above the lowest of the compared OMol25 structures with the same formula, charge and spin is 354.3 kJ/mol. The HOMO-LUMO gap is 9.339 eV. The value obtained for the HOMO energy is -0.3208 Ha. Its net charge is 0.

Structure (XYZ):
```
14
Properties=species:S:1:pos:R:3:lowdin_charge:R:1
H -2.33 -1.02 -1.69 0.047
N -1.46 -0.55 -1.60 0.200
C -1.08 -0.36 -0.42 -0.568
N -1.65 -0.81 0.76 0.048
O -0.59 -1.63 1.36 -0.053
O 0.10 0.14 -0.17 0.005
C 0.69 1.12 -0.95 -0.186
N 1.85 1.49 -0.63 -0.030
N 2.38 0.87 0.42 0.032
H -2.33 -1.51 0.47 0.127
H -0.46 -1.42 2.31 0.111
H 0.12 1.68 -1.75 0.147
H 3.06 1.40 0.88 0.074
H 1.68 0.60 1.02 0.045
```